Entry 1:
Formula: C8H9BrO2
Source: OMol25
Level of theory: the ωB97M-V functional and the def2-TZVPD basis

As for the energy above the lowest of the compared OMol25 structures with the same formula, charge and spin: 43.4 kcal per mole. Its spin multiplicity is 3. Its expectation value of S² is 2.022. As for the HOMO-LUMO gap (alpha / beta): 7.029 / 6.692 eV. As for the net charge: 0.

Structure (XYZ):
```
20
Properties=species:S:1:pos:R:3:lowdin_spin:R:1
C -0.44 1.73 -0.13 0.0048
C 0.55 1.25 0.60 0.0049
C -0.23 -0.26 -1.69 0.2068
C 0.67 -0.82 -0.86 0.1081
C 1.26 -2.18 -1.09 0.5481
C -0.75 1.07 -1.53 0.0440
C 1.38 0.10 0.37 0.0168
C 0.53 -1.28 2.04 0.0060
O 0.65 -3.04 -1.67 0.9171
O 1.68 -0.59 1.48 0.0104
Br 3.16 0.72 -0.39 0.0050
H -1.11 2.61 -0.07 0.0004
H 0.68 1.88 1.55 0.0011
H -0.60 -0.72 -2.52 0.0129
H 2.24 -2.44 -0.75 0.0843
H -1.87 1.03 -1.69 0.0078
H -0.05 1.76 -2.23 0.0176
H 0.26 -0.58 2.78 0.0007
H 0.99 -2.22 2.40 0.0012
H -0.15 -1.35 1.13 0.0021
```

Entry 2:
Formula: C8H9Cl2
Source: OMol25
Level of theory: the ωB97M-V functional and the def2-TZVPD basis

Its spin multiplicity is 2. Its expectation value of S² is 0.793. As for the HOMO-LUMO gap (alpha / beta): 5.976 / 8.312 eV. As for the net charge: 0.

Structure (XYZ):
```
19
Properties=species:S:1:pos:R:3:lowdin_spin:R:1
Cl -1.18 0.61 2.20 0.0012
Cl 0.80 0.35 1.96 0.0084
C 1.05 -1.61 -1.18 0.0720
C 0.23 -2.29 -0.15 0.4486
C -1.13 -2.06 0.03 0.0290
C -1.88 -2.82 0.99 0.1245
C -3.24 -2.62 1.16 -0.0108
C -3.93 -1.67 0.38 0.1525
C -3.22 -0.94 -0.60 -0.0131
C -1.87 -1.13 -0.78 0.1173
H 2.05 -2.05 -1.06 -0.0011
H 0.69 -1.80 -2.19 0.0180
H 1.10 -0.54 -1.00 0.0172
H 0.73 -3.04 0.45 0.0219
H -1.33 -3.57 1.55 0.0048
H -3.78 -3.20 1.91 -0.0040
H -5.01 -1.49 0.53 0.0092
H -3.75 -0.20 -1.22 -0.0040
H -1.31 -0.60 -1.55 0.0083
```

Entry 3:
Formula: C8H9Cl2NOP
Source: OMol25
Level of theory: the ωB97M-V functional and the def2-TZVPD basis

As for the energy above the lowest of the compared OMol25 structures with the same formula, charge and spin: 0.0 kcal per mole. As for the HOMO-LUMO gap: 8.735 eV. As for the net charge: +1.

Structure (XYZ):
```
22
Properties=species:S:1:pos:R:3:mulliken_charge:R:1
C -2.39 2.19 0.17 -0.3114
C -1.83 1.98 -1.06 -0.7090
C -1.69 1.63 1.27 -0.5553
C -0.88 0.99 -1.25 0.2475
C -0.61 0.84 1.08 0.2192
C 0.44 -1.83 0.40 0.6955
C 1.28 -3.01 0.09 -1.2569
C 0.76 -0.55 -0.34 -0.2900
N -0.28 0.43 -0.20 0.1020
O -0.43 -1.86 1.24 -0.4972
P 2.35 0.27 0.43 0.3325
Cl 3.87 -0.30 -0.68 -0.1301
Cl 1.94 2.13 -0.23 -0.1713
H -3.02 3.06 0.33 0.4126
H -2.27 2.36 -1.93 0.4464
H -1.97 1.59 2.39 0.3213
H -0.59 0.70 -2.33 0.2902
H 0.06 0.47 1.88 0.3678
H 2.30 -2.95 0.70 0.2869
H 1.23 -3.37 -0.97 0.3412
H 0.84 -3.93 0.46 0.4044
H 0.88 -0.84 -1.45 0.4538
```

Entry 4:
Formula: C8H9ClCoI2LuO4S
Source: OMol25
Level of theory: the ωB97M-V functional and the def2-TZVPD basis

As for the energy above the lowest of the compared OMol25 structures with the same formula, charge and spin: 0.0 kcal per mole. Its spin multiplicity is 5. Its expectation value of S² is 6.046. As for the HOMO-LUMO gap (alpha / beta): 6.005 / 4.311 eV. As for the net charge: +4.

Structure (XYZ):
```
27
Properties=species:S:1:pos:R:3:lowdin_spin:R:1
I 3.53 -2.48 -0.48 0.4394
I 3.91 0.12 0.50 0.5097
Co -1.02 0.67 -0.58 1.8164
Lu 0.98 -0.63 0.66 0.0181
S 0.72 0.85 -1.68 0.5951
C -1.70 -0.91 -0.87 0.0821
C -1.50 -1.63 1.65 0.0195
C 0.55 0.22 -3.57 0.0636
C 1.27 1.26 -4.43 0.0178
C -0.92 0.11 -3.96 0.0129
C 1.24 -1.13 -3.59 0.0300
C -0.69 1.48 0.96 0.0553
C -2.21 1.77 -1.19 0.0700
O -2.46 -2.02 2.15 0.0047
O -2.16 -1.94 -1.18 0.0506
O -0.63 2.26 1.83 0.0552
O -2.95 2.50 -1.71 0.0570
H 1.15 0.98 -5.49 0.0055
H 2.34 1.29 -4.19 0.0009
H 0.84 2.25 -4.28 0.0020
H -0.97 -0.20 -5.02 0.0019
H -1.43 1.07 -3.85 0.0008
H -1.45 -0.64 -3.35 0.0019
H 1.18 -1.57 -4.60 0.0068
H 0.78 -1.83 -2.88 0.0019
H 2.30 -1.04 -3.31 0.0053
Cl 1.04 -0.88 3.08 0.0754
```

Entry 5:
Formula: C8H9ClN2O
Source: OMol25
Level of theory: the ωB97M-V functional and the def2-TZVPD basis

As for the energy above the lowest of the compared OMol25 structures with the same formula, charge and spin: 0.0 kcal per mole. Its spin multiplicity is 3. Its expectation value of S² is 2.041. As for the HOMO-LUMO gap (alpha / beta): 7.901 / 7.284 eV. As for the net charge: 0.

Structure (XYZ):
```
21
Properties=species:S:1:pos:R:3:lowdin_spin:R:1
C 0.37 2.45 1.59 0.1211
C 0.28 1.31 2.32 -0.0095
C 0.05 2.46 0.23 -0.0234
C -0.41 0.20 1.82 0.1309
C -0.24 1.21 -0.37 0.1183
C -0.58 0.09 0.42 0.0477
C -1.16 -1.30 -1.69 0.0228
C -0.84 -1.15 -0.16 0.4533
N -0.30 -2.15 -2.21 0.0240
N 1.63 -1.68 -0.67 0.8802
O -2.19 -0.78 -2.14 0.0392
Cl -1.14 -2.58 0.70 0.1131
H 0.86 3.45 1.99 0.0042
H 0.71 1.26 3.26 -0.0037
H 0.13 3.44 -0.36 -0.0031
H -0.81 -0.50 2.50 0.0088
H -0.35 1.14 -1.38 0.0073
H 0.58 -2.19 -1.62 0.0098
H -0.26 -2.33 -3.25 0.0009
H 1.82 -0.90 -1.27 0.0309
H 1.85 -1.43 0.29 0.0270
```

Entry 6:
Formula: C8H9ClN4
Source: OMol25
Level of theory: the ωB97M-V functional and the def2-TZVPD basis

Its spin multiplicity is 3. Its expectation value of S² is 2.007. As for the HOMO-LUMO gap (alpha / beta): 6.988 / 7.808 eV. As for the net charge: 0.

Structure (XYZ):
```
22
Properties=species:S:1:pos:R:3:lowdin_spin:R:1
C 3.42 0.79 0.23 0.0060
C 3.06 -0.01 -0.86 0.0022
C 2.33 1.27 0.95 0.0021
C 1.83 -0.33 -1.24 0.0279
C 1.00 1.04 0.58 0.0269
C 0.71 0.18 -0.44 0.0651
C -1.27 -1.82 0.46 0.6598
C -3.53 0.90 0.47 0.0107
N -2.70 -0.74 -0.94 0.0189
N -1.43 -0.86 -0.39 0.4092
N -3.53 0.10 -0.51 0.0076
N -0.58 -0.07 -0.96 0.6295
Cl -2.38 0.95 1.90 0.0126
H 4.36 0.89 0.67 0.0004
H 3.94 -0.35 -1.46 0.0008
H 2.37 1.86 1.87 0.0007
H 1.77 -1.01 -2.10 0.0025
H 0.10 1.36 1.15 0.0004
H -1.98 -2.41 0.99 0.0550
H -0.27 -2.00 0.77 0.0524
H -4.26 1.65 0.47 0.0007
H -2.96 -1.37 -1.62 0.0085
```

Entry 7:
Formula: C8H9ClS
Source: OMol25
Level of theory: the ωB97M-V functional and the def2-TZVPD basis

As for the energy above the lowest of the compared OMol25 structures with the same formula, charge and spin: 122.4 kcal per mole. As for the HOMO-LUMO gap: 8.624 eV. As for the net charge: 0.

Structure (XYZ):
```
19
Properties=species:S:1:pos:R:3:mulliken_charge:R:1
C 1.04 -3.51 0.12 -0.6855
C -0.27 -3.79 0.22 -0.3407
C 1.21 -2.19 0.11 0.3509
C 0.12 -1.38 0.20 -0.0735
C -0.71 1.61 1.29 -0.7674
C -1.58 1.23 0.03 -0.6347
C -0.17 0.92 0.08 1.1063
C 0.91 1.21 -0.82 -1.0832
S -1.30 -2.44 0.39 -0.1494
Cl 2.91 -1.72 -0.06 -0.2469
H 1.76 -4.27 -0.12 0.3716
H -0.78 -4.75 0.40 0.3455
H -0.55 2.73 1.51 0.2239
H -1.04 1.13 2.09 0.3390
H -2.15 0.37 0.28 0.1683
H -2.01 1.91 -0.69 0.2648
H 1.80 0.71 -0.38 0.2328
H 1.11 2.34 -0.91 0.3441
H 0.88 0.95 -1.96 0.2343
```

Entry 8:
Formula: C8H9ErN2O5S
Source: OMol25
Level of theory: the ωB97M-V functional and the def2-TZVPD basis

Its spin multiplicity is 4. Its expectation value of S² is 3.753. As for the HOMO-LUMO gap (alpha / beta): 6.912 / 6.990 eV. As for the net charge: +2.

Structure (XYZ):
```
26
Properties=species:S:1:pos:R:3:lowdin_spin:R:1
O -0.07 1.81 -4.47 -0.0016
C -0.07 1.03 -3.61 -0.0040
Er -0.06 -0.61 -1.72 3.0230
O -0.04 2.72 -0.24 -0.0005
C -0.05 1.73 -0.82 -0.0029
C -0.02 -1.35 -3.95 -0.0016
O -0.12 -2.27 -3.11 0.0045
C 2.31 -0.15 -2.24 -0.0035
O 3.41 -0.08 -2.54 0.0002
C -2.43 -0.15 -2.23 -0.0036
O -3.55 -0.10 -2.51 0.0001
H 0.04 -1.49 -5.04 -0.0007
C 1.59 0.14 3.05 0.0000
N 1.19 -0.59 1.83 -0.0004
C -0.04 -0.93 1.39 -0.0005
S -0.13 -2.31 0.33 -0.0081
N -1.16 -0.19 1.59 -0.0004
C -1.40 0.73 2.71 0.0000
H 0.76 0.70 3.49 0.0000
H 2.39 0.83 2.77 0.0000
H 1.98 -0.58 3.78 0.0000
H 1.92 -1.22 1.46 0.0000
H -1.99 -0.57 1.12 0.0001
H -0.84 1.66 2.58 0.0000
H -2.46 0.99 2.70 0.0000
H -1.18 0.25 3.68 0.0000
```

Entry 9:
Formula: C8H9F2PS
Source: OMol25
Level of theory: the ωB97M-V functional and the def2-TZVPD basis

As for the energy above the lowest of the compared OMol25 structures with the same formula, charge and spin: 29.2 kcal per mole. As for the HOMO-LUMO gap: 7.865 eV. As for the net charge: 0.

Structure (XYZ):
```
21
Properties=species:S:1:pos:R:3:mulliken_charge:R:1
C -0.14 0.90 1.21 -0.5937
C 0.89 -0.44 -0.48 -0.6477
C -1.20 0.02 1.27 -0.7249
C -0.17 -1.33 -0.43 -0.3470
C 0.92 0.68 0.34 0.6760
C -1.21 -1.10 0.45 0.6052
C 2.09 1.62 0.30 -1.3832
C -2.07 -3.54 -0.40 -0.0628
F -2.47 -4.73 0.09 -0.1888
F -3.99 -3.23 -3.35 -0.3359
P -3.35 -2.91 -1.81 0.4462
S -2.60 -2.21 0.65 -0.1169
H -0.13 1.77 1.85 0.3576
H 1.70 -0.63 -1.16 0.3470
H -2.02 0.20 1.95 0.3484
H -0.18 -2.21 -1.06 0.4965
H 1.79 2.62 0.58 0.3730
H 2.86 1.29 1.00 0.2810
H 2.54 1.65 -0.69 0.3659
H -4.51 -2.28 -1.39 0.0431
H -2.64 -1.81 -2.23 0.0611
```

Entry 10:
Formula: C8H9N
Source: OMol25
Level of theory: the ωB97M-V functional and the def2-TZVPD basis

As for the energy above the lowest of the compared OMol25 structures with the same formula, charge and spin: 36.5 kcal per mole. As for the HOMO-LUMO gap: 8.714 eV. As for the net charge: 0.

Structure (XYZ):
```
18
Properties=species:S:1:pos:R:3:mulliken_charge:R:1
C -0.53 -0.21 1.87 -0.5417
C -1.07 -1.01 0.62 -0.5588
C -1.95 0.28 0.33 -0.5075
C -0.72 1.03 0.88 -0.4197
C 1.35 1.07 -0.88 -0.4025
C 1.82 -0.01 -1.57 -0.5900
C 1.07 -1.16 -1.19 -0.6792
C 0.10 -0.74 -0.29 0.1214
H -1.25 -0.20 2.73 0.2960
H 0.49 -0.47 2.17 0.3268
H -1.52 -1.99 0.68 0.4561
H -2.28 0.43 -0.71 0.3142
H -2.75 0.28 1.08 0.3225
H -0.68 2.10 1.15 0.3764
H 1.63 2.11 -0.96 0.4179
H 2.59 0.05 -2.30 0.4407
H 1.25 -2.17 -1.51 0.4438
N 0.30 0.62 -0.14 0.1835
```

Entry 11:
Formula: C8H9N2O
Source: OMol25
Level of theory: the ωB97M-V functional and the def2-TZVPD basis

As for the energy above the lowest of the compared OMol25 structures with the same formula, charge and spin: 119.2 kcal per mole. As for the HOMO-LUMO gap (alpha / beta): 6.421 / 6.421 eV. As for the net charge: +1.

Structure (XYZ):
```
20
Properties=species:S:1:pos:R:3:mulliken_charge:R:1
C 0.10 -2.68 -0.14 -0.8399
C -1.18 -2.27 0.03 -0.4979
C 0.94 -1.57 -0.14 0.5187
C -1.11 -0.76 0.10 1.0716
C -2.06 0.17 0.14 -0.5374
C -3.30 0.56 0.26 0.0582
C 2.17 1.13 0.45 -0.9631
C 0.08 1.88 -0.46 -1.0662
N 0.31 -0.48 0.00 0.4446
N 0.76 0.77 0.21 -0.2384
O -4.31 1.14 0.25 -0.2919
H 0.37 -3.73 -0.21 0.4250
H -2.02 -2.94 -0.09 0.4220
H 2.09 -1.60 -0.21 0.3844
H 2.75 0.29 0.95 0.4027
H 2.71 1.62 -0.50 0.3057
H 2.19 2.06 1.07 0.3510
H 0.54 2.81 -0.35 0.4151
H -0.18 1.61 -1.51 0.3331
H -0.87 2.00 0.13 0.3027
```

Entry 12:
Formula: C8H9N2O2
Source: OMol25
Level of theory: the ωB97M-V functional and the def2-TZVPD basis

As for the energy above the lowest of the compared OMol25 structures with the same formula, charge and spin: 11.3 kcal per mole. As for the HOMO-LUMO gap: 7.776 eV. As for the net charge: -1.

Structure (XYZ):
```
21
Properties=species:S:1:pos:R:3:mulliken_charge:R:1
C 3.69 -0.13 0.04 -0.9383
C 2.95 1.11 0.38 -0.2176
C 2.73 -1.08 -0.09 -0.0458
C 0.20 -1.01 0.12 0.1439
C -0.97 -0.27 0.06 1.0587
C 0.20 -2.57 0.13 0.1958
C -1.10 1.25 -0.24 -1.3866
C -2.33 -1.03 0.03 -1.2912
N 1.64 0.88 0.50 -1.0138
N 1.54 -0.45 0.26 0.6571
O 0.57 -3.01 -0.97 -0.7146
O -0.07 -3.26 1.10 -0.7058
H 4.71 -0.23 -0.18 0.4080
H 3.27 2.10 0.61 0.4599
H 2.59 -2.10 -0.48 0.4027
H -0.16 1.80 -0.33 0.3477
H -1.77 1.78 0.39 0.3669
H -1.40 1.23 -1.30 0.2751
H -2.22 -1.69 0.83 0.4134
H -3.22 -0.27 0.18 0.2639
H -2.50 -1.69 -0.79 0.3205
```

| no. | strongest force on any atom (eV/A) |
| --- | --- |
| 1 | 6.5 |
| 2 | 1.2 |
| 3 | 2.9 |
| 4 | 10.8 |
| 5 | 4.0 |
| 6 | 6.8 |
| 7 | 5.4 |
| 8 | 5.9 |
| 9 | 2.0 |
| 10 | 1.8 |
| 11 | 5.0 |
| 12 | 3.1 |